# 1
DFT (ωB97M-V/def2-TZVPD) results for a molecular structure, C14H20FeN6O2S2.

```
45
Properties=species:S:1:pos:R:3:mulliken_spin:R:1
Fe 0.0109 0.0067 -0.9683 1.02
C 5.6020 -0.2191 -0.9156 0.00
S 4.4191 -1.3510 -0.1597 0.00
C 2.9278 -0.5808 -0.5801 0.01
S 1.4603 -1.3298 -0.0053 -0.07
N 2.8860 0.4777 -1.3308 0.01
N 1.6217 0.9661 -1.4282 0.03
C 1.1079 1.1782 -2.6022 -0.04
C -0.2426 1.7600 -2.6677 0.00
C -0.8664 2.0114 -3.8798 0.00
C -2.1589 2.5099 -3.8337 0.00
C -2.7741 2.6955 -2.6013 0.00
C -2.0888 2.3547 -1.4445 0.00
N -0.8343 1.9140 -1.4670 0.01
H 6.5840 -0.6195 -0.6739 0.00
H 5.4982 0.7786 -0.4992 0.00
H 5.4692 -0.1953 -1.9934 0.00
H 1.6346 0.9234 -3.5175 0.00
H -0.3619 1.8101 -4.8138 0.00
H -2.6914 2.7377 -4.7468 0.00
H -3.7795 3.0846 -2.5356 0.00
H -2.5440 2.4465 -0.4669 0.00
C 0.4933 1.2966 2.3016 0.00
N -0.1146 0.0205 2.6528 0.00
C 0.5888 -0.7402 3.6785 0.00
C -0.9723 -0.5559 1.7861 0.00
O -1.0770 -0.1147 0.5932 0.00
N -1.7646 -1.5545 2.1847 0.00
C -2.1906 -1.7290 3.5667 0.00
C -2.4653 -2.3642 1.1939 0.00
H 0.7263 1.8303 3.2218 0.00
H -0.1989 1.8942 1.7148 0.00
H 1.4162 1.1555 1.7335 0.00
H 1.6608 -0.5850 3.5467 0.00
H 0.3919 -1.8023 3.5653 0.00
H 0.3103 -0.4218 4.6839 0.00
H -1.9927 -0.8261 4.1381 0.00
H -1.7001 -2.5782 4.0436 0.00
H -3.2655 -1.9078 3.5691 0.00
H -2.0181 -2.2261 0.2149 0.00
H -3.5186 -2.0812 1.1475 0.00
H -2.3957 -3.4121 1.4840 0.00
O -0.9607 -3.1475 -3.3565 0.02
C -0.9258 -2.2335 -2.6263 0.01
N -0.9067 -1.2766 -1.9065 -0.01
```

For the HOMO energy (alpha / beta), the calculation gives -11.9 / -11.9 eV. Its multiplicity is 2. The calculation puts the frontier orbital gap (alpha / beta) at 7.5 / 7.4 eV. As for the total charge: +1. Its expectation value of S² is 0.866.

# 2
DFT (ωB97M-V/def2-TZVPD) results for 2 unconnected molecules or ions with the total composition CH5BO4.

```
11
Properties=species:S:1:pos:R:3:nbo_charge:R:1
B 0.2331 -0.4670 1.8695 0.95
C 0.0210 0.0894 -2.0076 0.42
O 0.7074 -0.3697 3.1298 -0.92
O 1.0187 -0.6955 0.8353 -0.96
O -1.0255 0.8432 -1.9012 -0.68
O 0.2197 -0.1486 -3.2717 -0.66
H -0.8615 -0.2920 1.6864 -0.17
H 1.4564 -0.9357 3.4783 0.51
H 0.9836 -0.5744 -0.1986 0.53
H -1.3085 0.8685 -1.0511 0.50
H -0.3949 0.3071 -3.9105 0.48
```

For the HOMO energy, the calculation gives -10.2 eV. The calculation puts the frontier orbital gap at 10.8 eV.

# 3
DFT (ωB97M-V/def2-TZVPD) results for a molecular structure, C15H31BaClO4P2.

```
54
Properties=species:S:1:pos:R:3:nbo_charge:R:1
P 1.6889 1.7845 -1.0025 1.61
P -1.3351 1.0354 2.2322 0.75
C 0.5824 0.5461 -0.2256 -1.04
C -0.8087 0.9538 0.4148 -0.75
H 1.0840 -0.3661 0.1997 0.21
H 0.2227 0.0411 -1.1349 0.35
H -1.1149 1.9382 0.0088 0.23
H -1.5454 0.2397 0.0088 0.26
C -0.8374 -0.6577 2.8845 -1.05
H -0.4508 -0.5580 3.9260 0.25
H -0.0999 -1.2178 2.2520 0.24
H -1.7367 -1.2841 2.8820 0.26
C -3.1504 0.8501 2.1938 -0.93
H -3.5043 -0.1763 1.9885 0.22
H -3.5585 1.5448 1.4449 0.24
H -3.5828 1.1687 3.1614 0.26
C 3.0759 0.8671 -1.6638 -1.04
H 3.9512 1.5133 -1.5917 0.27
H 2.9426 0.5682 -2.7103 0.26
H 3.2968 -0.0245 -1.0711 0.29
C 0.7953 2.5233 -2.3362 -1.00
H -0.2457 2.7116 -2.0395 0.27
H 0.7985 1.9435 -3.2772 0.27
H 1.2545 3.5056 -2.5221 0.27
Ba 1.6962 0.4783 2.4096 0.62
C -2.0680 -1.9591 -0.1764 -0.24
C -1.1716 -2.6840 0.5084 -0.17
C -0.4996 -3.8722 -0.1193 -0.46
C 0.2400 -3.5719 -1.4353 -0.46
C 0.6121 -2.1473 -1.6938 -0.16
C -0.1816 -1.2976 -2.4175 -0.28
C -1.5994 -1.6266 -2.7547 -0.45
C -2.4601 -2.2393 -1.6055 -0.44
C 2.3271 3.0212 0.1327 -1.05
H -2.7247 -1.2390 0.3248 0.19
H -1.1105 -2.6418 1.5959 0.21
H -1.2762 -4.6370 -0.3096 0.21
H 0.2272 -4.3099 0.5811 0.23
H 1.1970 -4.1156 -1.3964 0.23
H -0.3341 -3.9524 -2.2942 0.20
H 1.6184 -1.8716 -1.3699 0.21
H 0.2463 -0.4735 -2.9931 0.19
H -1.5609 -2.3518 -3.5816 0.22
H -2.1255 -0.7424 -3.1437 0.21
H -3.4796 -1.8354 -1.7391 0.22
H -2.5405 -3.3306 -1.7710 0.21
H 1.5814 3.3620 0.8621 0.31
H 2.6408 3.9063 -0.4406 0.27
H 3.2132 2.6948 0.7005 0.29
O 1.4628 3.9111 4.9792 -0.77
Cl 1.9846 3.6375 3.6543 2.46
O 2.5126 4.8187 3.0153 -0.79
O 2.9848 2.5056 3.6830 -0.93
O 0.8655 3.1127 2.7720 -0.95
```

For the HOMO energy (alpha / beta), the calculation gives -3.1 / -3.1 eV. The calculation puts the frontier orbital gap (alpha / beta) at 3.0 / 3.0 eV.

# 4
DFT (ωB97M-V/def2-TZVPD) results for C25H23N5O6S in the gas phase.

```
60
Properties=species:S:1:pos:R:3:nbo_charge:R:1
C -0.4353 3.4810 0.3887 -0.41
N -0.9752 2.8022 1.5466 -0.32
C -1.0002 1.4699 1.7542 0.59
C -0.5217 0.4776 0.7567 -0.49
N -1.6911 1.2562 2.8940 -0.33
C -1.9897 -0.0186 3.5057 -0.41
C -2.0721 2.4873 3.4559 0.18
C -1.6271 3.4696 2.5909 0.11
C -1.6571 4.8230 2.9161 -0.21
C -2.1239 5.1600 4.1954 -0.20
C -2.5710 4.1664 5.0836 -0.20
C -2.5728 2.8115 4.7108 -0.22
H -0.1749 4.4902 0.7180 0.23
H 0.4714 2.9798 0.0231 0.24
H -1.1883 3.5309 -0.4167 0.21
H -1.4118 0.0136 0.3165 0.27
H -0.0263 1.0614 -0.0484 0.25
H -2.4397 0.2032 4.4780 0.22
H -2.7028 -0.5851 2.8870 0.23
H -1.0731 -0.6072 3.6580 0.24
H -1.3046 5.5680 2.2055 0.23
H -2.1243 6.2011 4.5219 0.23
H -2.8995 4.4639 6.0818 0.23
H -2.9259 2.0286 5.3737 0.23
C -1.1583 -1.4357 -6.2745 -0.64
C -1.0990 -1.7739 -4.8162 0.02
C -0.7769 -3.0714 -4.4104 -0.21
C -0.6998 -3.3986 -3.0570 -0.18
C -0.9210 -2.4033 -2.0942 -0.27
S -0.6929 -2.7765 -0.3611 2.30
O -1.8324 -2.3181 0.3985 -0.95
O -0.1644 -4.1098 -0.2516 -0.90
N 0.5495 -1.6434 0.0605 -0.67
C 1.8740 -1.8137 -0.3335 0.10
C 2.4201 -2.6865 -1.2606 -0.19
C 3.7980 -2.5888 -1.5245 -0.03
N 4.3797 -3.2657 -2.6340 0.50
O 5.6020 -3.0803 -2.8569 -0.41
O 3.6535 -3.9885 -3.3536 -0.41
C 4.6199 -1.7050 -0.7665 -0.16
C 4.0629 -0.8177 0.1425 -0.27
C 2.6820 -0.8719 0.3941 0.07
C 1.8207 -0.1904 1.2799 -0.12
N 2.1433 0.8925 2.1039 0.47
O 3.2485 1.4781 1.9673 -0.49
O 1.3207 1.2768 2.9891 -0.56
C 0.4083 -0.6549 1.1417 -0.02
C -1.3356 -1.1251 -2.4866 -0.20
C -1.3838 -0.8097 -3.8433 -0.21
H -1.3292 -0.3681 -6.4151 0.22
H -0.2299 -1.7070 -6.7841 0.23
H -1.9668 -1.9789 -6.7726 0.23
H -0.5706 -3.8314 -5.1676 0.22
H -0.4285 -4.4081 -2.7521 0.25
H 1.8270 -3.4233 -1.7901 0.24
H 5.6924 -1.7214 -0.9308 0.25
H 4.6531 -0.0793 0.6750 0.25
H 0.1103 -1.1635 2.0827 0.21
H -1.6002 -0.3778 -1.7406 0.22
H -1.6394 0.2058 -4.1549 0.21
```

For the HOMO energy, the calculation gives -6.6 eV. The calculation puts the frontier orbital gap at 6.2 eV.

# 5
DFT (ωB97M-V/def2-TZVPD) results for 9 unconnected molecules or ions with the total composition C28H81N7O9.

```
125
Properties=species:S:1:pos:R:3:mulliken_charge:R:1
C -5.2977 -1.4258 5.7170 -0.69
O -6.6863 -1.1167 5.8150 -0.32
C -7.4605 -2.3184 5.9284 -0.63
C -7.7146 -2.8335 4.4672 0.80
C -8.8319 -2.1952 3.5716 -1.46
N -8.1383 -4.2113 4.5897 -0.77
H -4.8427 -0.4513 5.5394 0.25
H -5.0565 -1.9957 4.8197 0.29
H -4.8985 -1.8713 6.6282 0.28
H -7.0145 -3.0346 6.6185 0.35
H -8.4099 -2.0903 6.4128 0.30
H -6.7959 -2.8429 3.8806 0.05
H -8.8434 -2.6450 2.5788 0.34
H -8.6208 -1.1402 3.3969 0.35
H -9.8934 -2.1465 3.8144 0.36
H -7.4663 -4.7719 5.0941 0.23
H -8.1469 -4.6581 3.6840 0.26
C 4.4723 5.8931 -1.9207 -0.87
O 3.4503 6.2005 -0.9753 -0.35
C 2.0778 6.1909 -1.2974 -0.80
C 1.2962 6.4269 0.0108 0.57
C 1.6364 7.7201 0.7089 -1.37
N 1.6639 5.2877 0.8711 -0.74
H 5.0331 4.9690 -1.7800 0.26
H 5.1781 6.7034 -1.7381 0.29
H 4.2220 6.1906 -2.9390 0.35
H 1.9865 7.0172 -2.0023 0.45
H 1.8058 5.2600 -1.7951 0.36
H 0.2614 6.5060 -0.3223 0.28
H 1.2908 7.7311 1.7426 0.41
H 1.1079 8.4758 0.1277 0.33
H 2.6890 8.0017 0.6825 0.28
H 2.6331 5.1323 0.6334 0.30
H 1.6285 5.6522 1.8124 0.25
C -2.0535 -6.0337 -5.4772 -0.76
O -2.5726 -6.7793 -4.3319 -0.32
C -1.8146 -6.6992 -3.1311 -0.54
C -2.6776 -6.8845 -1.8490 0.43
C -2.0004 -6.5594 -0.5045 -1.39
N -3.2072 -8.2681 -1.8791 -0.71
H -1.6954 -5.0415 -5.2026 0.29
H -2.8856 -5.7742 -6.1317 0.30
H -1.2036 -6.4011 -6.0524 0.31
H -0.9971 -7.4100 -3.2516 0.27
H -1.4283 -5.6876 -3.0061 0.33
H -3.4842 -6.1514 -1.8578 0.21
H -1.1873 -7.2607 -0.3171 0.32
H -2.6443 -6.5424 0.3747 0.32
H -1.5104 -5.5861 -0.5325 0.37
H -3.6961 -8.3550 -2.7586 0.32
H -2.5069 -8.9958 -1.8672 0.26
C 0.8186 5.8196 8.3144 -0.74
O 1.9512 5.4892 7.4536 -0.32
C 3.0347 4.8603 8.1170 -0.88
C 4.2635 4.6945 7.1899 0.78
C 5.3492 3.8875 7.7530 -1.49
N 4.8005 6.0307 6.9343 -0.73
H 0.0786 5.0193 8.3258 0.28
H 0.4582 6.8331 8.1383 0.26
H 1.2210 5.7498 9.3250 0.33
H 3.3375 5.5564 8.8992 0.38
H 2.6442 3.9299 8.5293 0.36
H 3.8971 4.2367 6.2711 0.20
H 5.6440 4.2035 8.7537 0.37
H 6.2196 3.6631 7.1364 0.36
H 5.0212 2.9067 8.0974 0.37
H 5.5865 5.9209 6.3096 0.23
H 4.0530 6.5802 6.5351 0.24
C 1.8875 -0.3458 -5.9310 -0.76
O 1.0571 -0.1747 -7.0810 -0.26
C 1.8109 0.3930 -8.1383 -0.60
C 0.9679 0.2573 -9.4201 0.13
C 1.7158 0.8673 -10.5773 -1.38
N -0.2668 1.0201 -9.3104 -0.71
H 1.2907 -0.7841 -5.1311 0.27
H 2.0143 0.6879 -5.6094 0.32
H 2.8035 -0.9163 -6.0849 0.27
H 1.9708 1.4418 -7.8882 0.37
H 2.6906 -0.1955 -8.3991 0.35
H 0.6584 -0.7590 -9.6642 0.41
H 1.6858 1.9562 -10.5389 0.31
H 1.1179 0.6819 -11.4697 0.37
H 2.6361 0.3129 -10.7612 0.38
H -0.0295 1.8578 -8.7984 0.24
H -0.9876 0.5545 -8.7777 0.28
C 7.8977 -1.3506 -1.0411 -0.84
O 6.8045 -1.4888 -0.1703 -0.29
C 7.1301 -1.6933 1.2230 -0.69
C 7.5758 -3.0681 1.6396 0.59
C 6.6876 -4.1827 1.0518 -1.36
N 7.6346 -3.2516 3.1026 -0.69
H 7.7126 -1.0746 -2.0792 0.32
H 8.6323 -2.1477 -1.1552 0.31
H 8.5341 -0.5087 -0.7686 0.33
H 7.8837 -1.0347 1.6548 0.37
H 6.1914 -1.5199 1.7494 0.29
H 8.5752 -3.3235 1.2876 0.20
H 7.1964 -5.1204 1.2754 0.38
H 6.5798 -4.1100 -0.0304 0.31
H 5.7221 -4.1926 1.5575 0.32
H 7.9780 -4.1497 3.4119 0.24
H 8.3147 -2.6526 3.5487 0.22
C -6.7360 0.5596 -5.4517 -0.78
O -6.0922 0.7414 -4.2228 -0.28
C -6.4822 -0.1591 -3.2226 -0.75
C -5.3536 0.0004 -2.0976 0.27
C -5.5226 1.3539 -1.3653 -1.41
N -4.0021 -0.0924 -2.5748 -0.71
H -6.4560 1.2619 -6.2368 0.25
H -7.8202 0.5965 -5.3453 0.30
H -6.4519 -0.4108 -5.8587 0.31
H -7.5123 0.0351 -2.9241 0.45
H -6.3079 -1.1917 -3.5250 0.38
H -5.3558 -0.7886 -1.3455 0.39
H -4.7419 1.4844 -0.6159 0.36
H -6.4333 1.4529 -0.7746 0.36
H -5.6779 2.0811 -2.1623 0.32
H -3.7520 0.7270 -3.1096 0.30
H -4.0988 -0.7666 -3.3206 0.25
O 3.0371 -3.0649 5.8732 -0.65
H 3.9537 -3.0863 5.5981 0.32
H 2.5920 -2.5681 5.1867 0.32
O 0.1511 0.1438 2.2671 -0.65
H -0.4882 0.0651 1.5590 0.32
H 0.3484 1.0795 2.3093 0.33
```

For the HOMO energy, the calculation gives -9.0 eV. The calculation puts the frontier orbital gap at 9.3 eV.

Table of relative energy (zero: lowest compared OMol25 entry of this formula, charge and spin) (eV), in record order: 1.581; 1.676; 0.517; 0.022; 5.562
Table of total energy (Eh), in record order: -3084.34178; -366.92727; -2058.95062; -2089.66845; -2175.55089
Table of F_max (eV Å⁻¹), in record order: 1.44; 4.52; 2.26; 2.50; 3.11